Record 1
Entry from OMol25: a single C5H10 molecule (ωB97M-V with the def2-TZVPD basis set).

Results
Maximum force, eV/A: 3.36
Structure (SMILES): CC=C(C)C
ΔE to the lowest compared entry with this formula, charge and spin, kJ/mol: 149.6
Kohn-Sham gap, eV: 10.15

Structure (XYZ):
```
15
Properties=species:S:1:pos:R:3:lowdin_charge:R:1
C 1.35959 1.48071 0.39377 -0.12
C 0.08434 1.08026 -0.33561 -0.16
C -0.34947 -0.14424 -0.20339 -0.35
C 0.45405 -1.36092 0.43522 -0.05
C -1.73245 -0.55695 -0.68571 -0.09
H 2.31948 1.84649 -0.12753 0.08
H 1.22359 2.23361 1.26394 0.09
H 1.63890 0.58478 1.08217 0.06
H -0.58564 1.74715 -0.92641 0.11
H -0.32189 -2.19696 0.63519 0.10
H 1.27205 -1.65856 -0.21397 0.07
H 0.89687 -1.00892 1.34538 0.03
H -1.75869 -1.66361 -0.91140 0.08
H -2.57240 -0.29114 -0.06044 0.07
H -1.92835 -0.09170 -1.69122 0.08
```

---

Record 2
Entry from OMol25: a single C5H10 molecule (ωB97M-V with the def2-TZVPD basis set).

Results
Maximum force, eV/A: 2.90
Structure (SMILES): C/C=C/CC
ΔE to the lowest compared entry with this formula, charge and spin, kJ/mol: 130.7
Kohn-Sham gap, eV: 10.14

Structure (XYZ):
```
15
Properties=species:S:1:pos:R:3:lowdin_charge:R:1
C -2.61440 -0.28522 0.01032 -0.13
C -1.31245 0.53875 0.09285 -0.17
C -0.09070 -0.05631 -0.10205 -0.17
C 1.24080 0.64695 -0.12146 -0.28
C 2.38109 -0.41385 0.15420 -0.12
H -3.51798 0.30432 0.18112 0.06
H -2.59556 -0.88986 -0.92737 0.08
H -2.59722 -1.04194 0.81640 0.07
H -1.42822 1.64587 0.35317 0.11
H -0.06790 -1.17777 -0.46384 0.14
H 1.28488 1.50262 0.59303 0.11
H 1.30743 1.16063 -1.07800 0.10
H 3.31355 0.14859 -0.16958 0.08
H 2.35460 -0.76546 1.16964 0.05
H 2.34206 -1.31732 -0.50844 0.07
```

---

Record 3
Entry from OMol25: a single C5H10 molecule (ωB97M-V with the def2-TZVPD basis set).

Results
Maximum force, eV/A: 3.74
Structure (SMILES): C=C(C)CC
ΔE to the lowest compared entry with this formula, charge and spin, kJ/mol: 159.3
Kohn-Sham gap, eV: 10.29

Structure (XYZ):
```
15
Properties=species:S:1:pos:R:3:lowdin_charge:R:1
C 1.61504 -0.48564 1.16267 0.03
C 0.68561 -0.08030 0.30177 -0.35
C 1.10900 0.44042 -1.05088 -0.06
C -0.82283 -0.23025 0.40635 -0.18
C -1.63694 0.87158 -0.43071 -0.10
H 1.48494 -0.82021 2.11062 0.01
H 2.70530 -0.30829 1.14461 0.07
H 1.42152 1.44437 -0.96224 0.08
H 1.90645 -0.12219 -1.38770 0.06
H 0.31584 0.32112 -1.72374 0.05
H -1.10105 -1.22908 0.25941 0.09
H -1.06914 0.00194 1.48388 0.12
H -1.68021 0.80932 -1.46489 0.02
H -2.69859 0.78255 -0.03343 0.08
H -1.27120 1.90917 -0.23857 0.09
```

---

Record 4
Entry from OMol25: a molecular structure, C5H10 (ωB97M-V with the def2-TZVPD basis set).

Results
Maximum force, eV/A: 2.83
ΔE to the lowest compared entry with this formula, charge and spin, kJ/mol: 423.9
Kohn-Sham gap, eV: 8.62

Structure (XYZ):
```
15
Properties=species:S:1:pos:R:3:lowdin_charge:R:1
C -1.42026 1.13048 -0.43430 -0.15
C -0.94218 -0.27890 -0.87490 -0.05
C 0.38592 -0.71329 -0.48352 -0.42
C 1.66630 0.12628 -0.29848 -0.06
C -0.36570 -0.89013 0.87912 -0.13
H -0.62954 1.74447 0.00087 0.06
H -2.25643 0.99102 0.24045 0.07
H -1.72938 1.55646 -1.38540 0.07
H 0.72040 -1.68263 -0.85376 0.11
H 1.86943 0.19731 0.77283 0.07
H 2.55192 -0.35490 -0.71157 0.07
H 1.62832 1.09856 -0.78882 0.07
H -1.35267 -1.34313 0.95022 0.09
H -0.28022 0.02845 1.45302 0.08
H 0.15411 -1.61005 1.53423 0.11
```